Record 1
This record from OMol25 describes C34H30FeN5O3PS4 as an isolated structure. The level of theory is ωB97M-V with the def2-TZVPD basis set.

Structure (XYZ):
```
78
Properties=species:S:1:pos:R:3:forces:R:3:mulliken_spin:R:1
Fe -0.5436 0.4975 0.7339 0.659 -0.153 -0.066 3.71
N -3.6084 -0.2130 2.8198 0.250 -0.083 0.293 0.00
C -2.5642 0.6068 2.5301 -0.457 0.071 0.040 0.00
S -0.9990 0.3201 3.2309 -0.275 -0.300 -0.366 0.06
N -2.8687 1.5854 1.7040 0.139 0.355 0.107 0.02
N -1.7567 2.1602 1.1611 -0.589 -0.306 -0.313 0.03
C -1.8651 3.2438 0.4909 0.578 0.041 -0.258 0.00
C -3.1007 4.0518 0.3784 -0.027 0.012 0.130 0.00
C -3.1925 5.3076 0.9672 -0.052 -0.011 0.027 0.00
C -4.3564 6.0527 0.8369 -0.004 -0.018 -0.013 0.00
C -5.4242 5.5425 0.1136 -0.024 0.039 0.009 0.00
C -5.3309 4.2888 -0.4756 0.005 -0.038 -0.010 0.00
C -4.1741 3.5376 -0.3429 0.025 0.027 -0.060 0.00
C -0.6810 3.5547 -0.3701 -0.377 -0.106 0.058 0.00
C -0.5333 4.7807 -1.0099 0.150 -0.089 -0.060 0.00
C 0.5210 4.9424 -1.8956 -0.081 0.016 0.065 0.00
C 1.3799 3.8810 -2.1240 0.039 -0.052 -0.014 0.00
C 1.1581 2.6957 -1.4388 0.104 0.049 0.060 0.01
N 0.1616 2.5341 -0.5810 -0.240 -0.086 0.160 0.01
H -3.3840 -1.0640 3.3048 0.002 0.009 -0.022 0.00
H -4.3201 -0.2631 2.1078 -0.052 0.059 0.035 0.00
H -2.3595 5.6971 1.5409 0.011 -0.010 -0.003 0.00
H -4.4291 7.0273 1.3020 -0.001 0.002 0.002 0.00
H -6.3328 6.1221 0.0104 0.002 0.001 -0.001 0.00
H -6.1644 3.8901 -1.0393 -0.005 0.008 0.001 0.00
H -4.0846 2.5594 -0.8006 -0.013 -0.005 0.007 0.00
H -1.2399 5.5775 -0.8316 -0.022 -0.003 0.010 0.00
H 0.6554 5.8854 -2.4092 0.023 -0.009 -0.013 0.00
H 2.2019 3.9557 -2.8221 -0.002 0.014 0.004 0.00
H 1.8093 1.8389 -1.5806 -0.001 -0.003 -0.013 0.00
O -2.7036 0.6403 -2.2212 -0.073 -0.059 -0.023 0.01
S -1.6769 -0.0718 -1.4448 0.177 0.233 0.111 0.02
O -2.1975 -0.8738 -0.2716 0.061 0.319 0.137 0.05
O 0.4003 -1.3670 0.4714 0.022 0.369 -0.037 0.03
C -1.0968 -1.3678 -2.5675 -0.022 -0.140 -0.011 0.02
C -1.6853 -1.4585 -3.8193 -0.045 0.013 0.010 0.00
C -1.2915 -2.4428 -4.7114 0.009 -0.003 -0.023 0.00
C -0.2947 -3.3402 -4.3563 -0.010 0.041 0.051 0.00
C 0.3038 -3.2390 -3.1107 0.044 -0.093 -0.055 0.00
C -0.0782 -2.2501 -2.2030 0.023 -0.010 0.041 0.01
P 0.8717 -2.2370 -0.6527 0.004 -0.110 -0.088 -0.02
C 2.5633 -1.8326 -1.1260 0.003 0.109 -0.060 0.00
C 2.8973 -1.3131 -2.3737 -0.042 0.002 -0.029 0.00
C 4.1949 -0.8899 -2.6288 -0.002 -0.011 0.016 0.00
C 5.1632 -0.9825 -1.6403 -0.020 0.009 -0.035 0.00
C 4.8349 -1.4937 -0.3918 0.053 0.014 -0.019 0.00
C 3.5410 -1.9080 -0.1353 -0.030 -0.081 0.114 0.00
C 0.8412 -3.9459 -0.0935 0.004 -0.018 0.024 0.01
C 1.8821 -4.8468 -0.2827 0.049 -0.013 -0.049 0.00
C 1.7609 -6.1531 0.1711 -0.010 -0.002 0.004 0.00
C 0.5997 -6.5571 0.8115 -0.016 -0.006 0.014 0.00
C -0.4427 -5.6580 1.0031 0.007 -0.028 0.004 0.00
C -0.3251 -4.3543 0.5539 -0.030 0.026 0.025 0.00
H -2.4639 -0.7465 -4.0616 -0.001 0.006 0.002 0.00
H -1.7649 -2.5106 -5.6827 0.002 -0.008 -0.001 0.00
H 0.0188 -4.1171 -5.0408 -0.005 0.001 -0.010 0.00
H 1.0807 -3.9474 -2.8449 -0.001 0.012 0.016 0.00
H 2.1479 -1.2319 -3.1510 -0.016 -0.005 0.017 0.00
H 4.4435 -0.4868 -3.6019 0.015 0.005 0.003 0.00
H 6.1731 -0.6486 -1.8410 0.004 -0.003 0.007 0.00
H 5.5842 -1.5514 0.3867 -0.007 -0.001 0.009 0.00
H 3.2827 -2.2805 0.8494 -0.025 -0.002 -0.013 0.00
H 2.7912 -4.5337 -0.7820 -0.004 0.015 0.003 0.00
H 2.5741 -6.8520 0.0252 0.002 -0.001 0.000 0.00
H 0.5044 -7.5754 1.1661 0.005 -0.002 -0.003 0.00
H -1.3475 -5.9747 1.5047 -0.001 -0.002 0.001 0.00
H -1.1313 -3.6449 0.7062 0.016 0.019 -0.008 0.00
S 2.3134 1.2155 1.3289 -0.101 0.060 0.066 0.00
C 2.4281 0.6687 2.8887 0.056 -0.064 -0.033 0.00
N 1.8142 1.1826 3.9553 0.143 -0.028 -0.082 0.01
C 1.8016 0.3615 5.1585 -0.014 -0.003 0.000 0.00
C 3.0895 -0.4533 5.1050 -0.046 -0.019 0.070 0.00
S 3.3837 -0.7246 3.3341 0.075 0.003 0.045 0.00
H 1.0453 1.8132 3.7635 -0.048 0.011 0.038 0.00
H 0.9234 -0.2898 5.1505 0.000 0.014 -0.003 0.00
H 1.7645 0.9955 6.0431 -0.002 -0.011 0.003 0.00
H 2.9784 -1.4098 5.6096 0.017 0.005 0.005 0.00
H 3.9293 0.0879 5.5383 0.015 0.008 -0.046 0.00
```
Positions in Å, forces in eV/Å.

Summary:
2S+1: 5
HOMO energy (spin up / spin down): -7.47 / -7.51 eV
Orbital gap (spin up / spin down): 7.75 / 7.71 eV
Total energy: -136357.312 eV


Record 2
This record from OMol25 describes a 2-piece molecular cluster, C4H8 overall in a non-equilibrium geometry. The level of theory is ωB97M-V with the def2-TZVPD basis set.

Structure (XYZ):
```
12
Properties=species:S:1:pos:R:3:forces:R:3:mulliken_charge:R:1
C -1.1823 -1.0825 -0.9938 0.113 0.083 -0.763 -0.45
C -0.5336 -2.1124 -0.4623 -0.228 -0.017 -0.025 -0.42
H -0.7036 -0.1402 -1.2403 0.042 0.207 0.910 0.21
H -2.1882 -1.1189 -1.3977 0.114 -0.583 -0.235 0.24
H 0.3735 -2.0039 0.1193 0.358 0.131 -0.526 0.24
H -0.8743 -3.1342 -0.5834 -0.471 0.091 0.506 0.23
C 1.0445 2.1221 0.3797 -0.746 0.792 0.073 -0.43
C 0.6864 1.0489 1.0636 -0.181 -0.045 0.896 -0.39
H 1.5452 2.9487 0.8750 0.451 -0.346 0.051 0.24
H 0.6641 2.4299 -0.5889 0.035 -0.590 -0.189 0.25
H 0.9944 0.9622 2.1014 0.273 0.070 -0.037 0.20
H -0.0109 0.2592 0.8094 0.240 0.208 -0.661 0.08
```
Positions in Å, forces in eV/Å.

Summary:
Energy above the lowest of the compared OMol25 structures with the same formula, charge and spin: 173.13 kJ/mol
SMILES string: C=C.C=C
HOMO energy: -9.97 eV
Orbital gap: 11.25 eV
Total energy: -4275.399 eV


Record 3
This record from OMol25 describes a 9-piece molecular cluster, C9H36O9 overall in a non-equilibrium geometry. The level of theory is ωB97M-V with the def2-TZVPD basis set.

Structure (XYZ):
```
54
Properties=species:S:1:pos:R:3:forces:R:3:mulliken_charge:R:1
C 8.3122 6.4601 6.7051 -0.843 -0.556 -0.141 -0.82
O 8.5713 7.4282 7.7134 0.215 -0.699 0.449 -0.24
H 9.1874 6.2237 6.0999 -0.024 0.395 -0.196 0.31
H 7.9888 5.5248 7.1620 -0.190 -0.081 0.040 0.34
H 7.4892 6.8688 6.1188 0.240 -0.240 -0.273 0.24
H 9.3140 7.0318 8.1747 0.233 0.539 0.508 0.20
C 9.0289 6.6112 12.2101 0.096 0.243 0.512 -0.22
O 8.1704 5.6071 12.7446 0.000 0.163 -0.372 -0.53
H 10.0582 6.2841 12.3573 0.146 0.396 -0.251 0.40
H 8.8397 6.8856 11.1723 -0.086 -0.579 -0.322 -0.06
H 8.8654 7.5505 12.7384 0.081 -0.083 0.372 0.10
H 8.7074 4.8145 12.8161 -0.252 -0.093 0.032 0.32
C 9.4734 10.1901 10.2286 -0.535 -0.356 -0.180 0.07
O 8.5306 11.2423 10.4379 1.447 0.276 0.198 -0.49
H 9.2233 9.6879 9.2941 0.220 -0.176 -0.171 0.10
H 10.5048 10.5393 10.1800 -0.221 0.533 -0.070 0.03
H 9.4709 9.4395 11.0190 -0.249 -0.026 0.265 0.02
H 7.6522 10.8550 10.4502 -0.311 -0.375 -0.084 0.37
C 10.6172 13.7767 10.9929 -0.028 -0.567 1.170 -0.48
O 10.1984 13.4318 9.7080 0.320 0.540 -0.663 -0.55
H 11.4793 14.4435 11.0099 0.037 -0.079 -0.449 0.31
H 9.8574 14.2388 11.6232 -0.459 0.388 -0.275 0.25
H 10.8587 12.8792 11.5624 0.473 -0.166 0.077 0.14
H 9.7368 12.5913 9.7545 -0.433 0.063 0.139 0.28
C 6.0148 8.3858 10.0857 -0.660 0.331 -0.158 -0.58
O 6.3003 9.7426 10.5969 0.035 -1.784 -0.662 -0.43
H 6.2752 7.5080 10.6771 0.442 0.548 0.876 0.32
H 4.9441 8.2762 9.9134 -0.111 0.268 -0.066 0.36
H 6.5080 8.1862 9.1344 0.219 0.807 0.033 0.05
H 5.8566 9.8890 11.4355 -0.162 -0.282 0.061 0.22
C 8.8510 10.3487 5.9712 0.380 0.757 -0.481 -0.26
O 9.3270 9.0379 5.8015 0.113 0.236 -0.514 -0.60
H 9.1173 10.7124 6.9636 -0.506 0.114 0.309 -0.08
H 9.3508 11.0514 5.3044 0.188 -0.274 -0.283 0.33
H 7.7921 10.4148 5.7211 -0.176 0.171 0.419 0.20
H 8.8796 8.5752 6.5138 0.398 -0.356 0.168 0.40
C 5.9752 11.3402 7.7312 -0.565 0.512 -0.308 -0.44
O 5.7672 12.1234 6.5525 0.122 -0.099 0.073 -0.54
H 5.2937 11.6757 8.5129 0.142 0.074 0.293 0.36
H 5.7198 10.3002 7.5279 0.448 -0.270 0.101 0.27
H 7.0075 11.5003 8.0423 -0.158 -0.288 0.001 0.04
H 4.8386 12.0413 6.3234 -0.017 0.081 -0.113 0.30
C 8.8843 11.4475 13.9708 -0.251 -0.714 -0.478 -0.31
O 9.6116 11.6199 15.1740 -0.059 0.086 -0.109 -0.53
H 8.7050 12.3565 13.3967 0.106 0.254 0.286 0.19
H 9.4047 10.7587 13.3054 0.443 0.119 0.047 0.02
H 7.9310 10.9419 14.1251 -0.266 0.174 0.259 0.30
H 9.0013 11.5683 15.9132 0.038 0.083 -0.046 0.31
C 13.6039 10.6437 10.2828 1.575 0.717 -0.318 -0.56
O 13.6167 10.8191 11.6841 -0.638 -0.576 0.471 -0.51
H 14.5157 10.1372 9.9663 0.086 -0.482 -0.068 0.33
H 12.7683 10.0711 9.8803 -0.212 0.377 0.502 0.15
H 13.7338 11.6399 9.8598 -0.775 -0.020 -0.669 0.28
H 14.3331 11.4255 11.8856 -0.057 -0.022 0.056 0.31
```
Positions in Å, forces in eV/Å.

Summary:
Energy above the lowest of the compared OMol25 structures with the same formula, charge and spin: 567.52 kJ/mol
SMILES string: CO.CO.CO.CO.CO.CO.CO.CO.CO
HOMO energy: -9.42 eV
Orbital gap: 9.65 eV
Total energy: -28339.424 eV